[1]
{"formula": "CH2FNO2S", "method": "ωB97M-V/def2-TZVPD", "elements": ["C", "N", "O", "O", "F", "S", "H", "H"], "positions_angstrom": [[0.133727, 0.094386, 0.090280], [0.450292, 1.044076, 0.926106], [-2.352828, 1.438030, 0.370833], [-0.681341, 3.398564, 1.575827], [-1.257096, 1.474239, 2.894602], [-0.936725, 2.027931, 1.378531], [1.048601, -0.319699, -0.273067], [-0.937410, -0.076686, 0.026223]], "atomic_forces_ev_per_a": [[0.1, 2.6, 2.9], [-1.0, 0.7, -0.5], [5.7, 2.4, 4.1], [0.6, 0.0, -0.5], [0.6, 0.3, -2.1], [-6.0, -4.4, -2.0], [-0.1, -1.1, -0.7], [0.0, -0.6, -1.2]], "smiles": "C=NS(=O)(=O)F", "lumo_ev": -0.95, "spin_multiplicity": 1, "e_homo_ev": -11.12}

[2]
{"formula": "C4H5NO2S", "method": "ωB97M-V/def2-TZVPD", "elements": ["C", "C", "C", "C", "H", "H", "H", "H", "H", "N", "O", "O", "S"], "positions_angstrom": [[-1.915926, 0.403492, 0.026686], [-0.496821, 0.364861, 0.163347], [1.529375, -0.761089, -0.418949], [2.161675, -1.733561, -1.031243], [-0.861884, 2.453019, 1.237463], [-2.453271, -0.594692, -0.161853], [1.877997, 0.055973, 0.280907], [1.580784, -2.594100, -1.484365], [3.228323, -1.845647, -0.943188], [-2.775565, 1.216796, 0.558450], [0.196368, 1.051337, 1.005428], [0.059733, -0.621818, -0.523933], [-2.130787, 2.605430, 1.291249]], "atomic_forces_ev_per_a": [[-4.1, -2.1, 0.8], [4.3, 1.5, 3.4], [-1.6, 1.9, 1.3], [-1.3, -1.6, -0.2], [1.8, -0.4, -0.2], [1.3, 1.4, -0.7], [0.0, -1.2, -1.3], [0.8, 1.4, 0.2], [0.1, 0.2, 0.0], [2.6, 0.8, -0.1], [-2.1, -2.1, -3.1], [1.8, -0.8, -0.6], [-3.5, 1.1, 0.3]], "smiles": "C=COC(=O)/C=N\\S", "lumo_ev": -0.71, "spin_multiplicity": 1, "e_homo_ev": -9.28}

[3]
{"formula": "CH4IN4P", "method": "ωB97M-V/def2-TZVPD", "elements": ["C", "N", "N", "N", "N", "P", "I", "H", "H", "H", "H"], "positions_angstrom": [[-0.023333, -1.504087, -0.511556], [0.218797, -0.241513, -0.302721], [-0.862813, 0.272403, 0.358563], [-1.688178, -0.679952, 0.461600], [-1.224342, -1.812005, -0.105074], [1.691774, 0.644394, -0.169330], [-4.996480, 0.658071, 0.366438], [0.680055, -2.200594, -1.113309], [-4.663011, -0.886795, 0.682785], [1.227160, 1.935616, -0.277823], [2.287214, 0.444890, -1.556214]], "atomic_forces_ev_per_a": [[1.3, -3.1, -2.4], [-0.3, 1.9, 0.5], [0.3, 0.2, -0.1], [-0.7, -0.3, 0.1], [-0.1, -0.2, 0.3], [2.6, -0.8, -0.6], [-0.1, -0.1, 0.0], [-1.4, 1.3, 1.4], [0.0, 0.2, 0.0], [-0.6, 0.5, -0.5], [-1.1, 0.4, 1.4]], "smiles": "Pn1cnnn1.I", "lumo_ev": 0.59, "spin_multiplicity": 1, "e_homo_ev": -9.45}